P | Below is one molecule with the formula C4H9FN2S, with properties calculated with ωB97M-V with the def2-TZVPD basis set.

Structure (ORCA input):
```
! wB97M-V def2-TZVPD RIJCOSX def2/J DEFGRID3
* xyz 0 1
C -0.746 1.569 0.175
C -0.536 0.114 0.419
C -1.497 -0.738 -0.424
F -2.786 -0.231 -0.378
N 0.816 -0.336 0.145
N 0.903 -1.797 0.284
C 1.824 0.486 -0.262
S 3.410 0.085 -0.239
H -0.533 1.868 -0.838
H -1.775 1.896 0.478
H -0.077 2.177 0.827
H -0.789 -0.120 1.504
H -1.108 -0.681 -1.440
H -1.547 -1.725 -0.010
H 1.726 -1.887 0.916
H 1.220 -2.137 -0.626
H 1.495 1.457 -0.532
*
```

Values from the calculation:
- LUMO energy (eV) = 0.63
- HOMO level (eV) = -8.6832
- SMILES = C[C@@H](CF)N(N)C=S
- Kohn-Sham gap (eV) = 9.3108

Q | Below is one molecule with the formula C4H9FN2S, with properties calculated with ωB97M-V with the def2-TZVPD basis set.

Structure (ORCA input):
```
! wB97M-V def2-TZVPD RIJCOSX def2/J DEFGRID3
* xyz 0 1
C -3.032 -1.162 0.631
C -2.267 -0.617 -0.584
N -0.791 -0.704 -0.432
C -0.077 0.371 -0.122
C -0.522 1.779 -0.063
F 0.557 2.567 0.179
N 1.331 0.100 0.235
S 2.464 -1.230 -0.079
H -2.667 -2.130 0.912
H -3.042 -0.360 1.544
H -4.118 -1.581 0.479
H -2.573 -0.948 -1.593
H -2.711 0.498 -0.685
H -1.341 2.016 0.758
H -1.051 1.876 -1.104
H 2.048 1.057 0.235
H 2.626 -1.844 1.315
*
```

Values from the calculation:
- LUMO energy (eV) = 0.67
- HOMO level (eV) = -8.9628
- SMILES = CC/N=C(\CF)NS
- Kohn-Sham gap (eV) = 9.6284

Tell me which of them is the least stable. Sure, it is Q.

P | Below is one molecule with the formula C2H2Cl2O2, with properties calculated with ωB97M-V with the def2-TZVPD basis set.

Structure (ORCA input):
```
! wB97M-V def2-TZVPD RIJCOSX def2/J DEFGRID3
* xyz 0 1
O -1.345 -0.938 1.049
C -0.653 -0.952 0.054
O -0.550 -1.953 -0.792
C 0.182 0.195 -0.460
Cl -0.600 1.705 -0.239
Cl 1.702 0.071 0.375
H -1.094 -2.646 -0.369
H 0.356 0.117 -1.564
*
```

Values from the calculation:
- LUMO energy (eV) = 0.54
- HOMO level (eV) = -11.0248
- SMILES = O=C(O)C(Cl)Cl
- Kohn-Sham gap (eV) = 11.5664

Q | Below is a 2-piece molecular cluster, C2H2Cl2O2 overall, with properties calculated with ωB97M-V with the def2-TZVPD basis set.

Structure (ORCA input):
```
! wB97M-V def2-TZVPD RIJCOSX def2/J DEFGRID3
* xyz 0 1
C -1.970 -0.367 -0.296
C 1.029 0.066 0.150
O -2.302 0.286 -1.140
O 0.027 0.787 0.759
Cl 0.988 -1.594 0.656
Cl 0.990 0.077 -1.668
H -0.685 0.200 1.184
H 1.923 0.544 0.355
*
```

Values from the calculation:
- LUMO energy (eV) = 0.79
- HOMO level (eV) = -11.0307
- Kohn-Sham gap (eV) = 11.8247

Tell me which of them is the least stable. Sure, it is Q.

P | Below is a 2-piece molecular cluster, C8H16O2 overall, with properties calculated with ωB97M-V with the def2-TZVPD basis set.

Structure (ORCA input):
```
! wB97M-V def2-TZVPD RIJCOSX def2/J DEFGRID3
* xyz 0 1
C 0.487 0.876 -1.186
C -0.042 0.541 0.208
C 0.440 -0.833 0.648
C 1.934 -1.042 0.658
C -0.455 -1.993 0.603
O -0.215 -1.346 1.841
C -1.560 0.847 0.324
C -1.213 2.205 0.973
C 0.220 1.690 1.224
H 0.179 0.111 -1.915
H 0.084 1.842 -1.525
H 1.583 0.951 -1.198
H 2.185 -1.983 1.164
H 2.322 -1.087 -0.367
H 2.437 -0.215 1.179
H -1.419 -1.884 0.057
H -0.036 -3.001 0.531
H -2.121 0.862 -0.621
H -2.075 0.184 1.030
H -1.240 3.034 0.254
H -1.798 2.490 1.857
H 0.346 1.306 2.246
H 1.054 2.368 0.995
O -0.514 -2.340 -2.987
H 0.337 -2.013 -2.596
H -0.919 -1.572 -3.397
*
```

Values from the calculation:
- LUMO energy (eV) = 0.61
- HOMO level (eV) = -10.0433
- SMILES = CC1([C@]2(C)CO2)CCC1.O
- Kohn-Sham gap (eV) = 10.6535

Q | Below is C8H16O2 as an isolated structure, with properties calculated with ωB97M-V with the def2-TZVPD basis set.

Structure (ORCA input):
```
! wB97M-V def2-TZVPD RIJCOSX def2/J DEFGRID3
* xyz 0 1
C -0.335 -0.586 0.242
C 0.931 0.033 0.764
C -0.567 0.853 -0.198
C -0.153 -1.592 -0.876
C -1.257 -1.074 1.310
C 2.030 0.059 -0.336
C 1.127 0.685 2.072
C -1.354 1.249 -2.353
O -1.229 1.720 0.609
O -0.251 1.280 -1.434
H -0.501 -1.335 -1.926
H -0.777 -2.468 -0.628
H 0.754 -2.113 -0.961
H -2.243 -1.190 0.914
H -1.276 -0.542 2.211
H -0.915 -2.094 1.626
H 1.704 0.549 -1.196
H 2.148 -0.886 -0.652
H 2.949 0.465 0.056
H 2.046 0.465 2.624
H 0.346 0.331 2.668
H 1.055 1.743 2.084
H -1.072 1.690 -3.232
H -2.337 1.514 -1.976
H -1.486 0.221 -2.749
H -0.663 2.413 0.920
*
```

Values from the calculation:
- LUMO energy (eV) = 0.88
- HOMO level (eV) = -7.0507
- Kohn-Sham gap (eV) = 7.9265

R | Below is a 2-piece molecular cluster, C8H16O2 overall, with properties calculated with ωB97M-V with the def2-TZVPD basis set.

Structure (ORCA input):
```
! wB97M-V def2-TZVPD RIJCOSX def2/J DEFGRID3
* xyz 0 1
C 2.054 -1.865 0.313
C 1.997 -0.414 0.786
C 3.262 0.338 0.388
C 0.758 0.294 0.183
O 0.806 0.198 -1.218
C -0.466 -0.370 0.762
O -0.900 -0.163 1.864
H 2.979 -2.328 0.648
H 1.219 -2.436 0.713
H 2.018 -1.898 -0.772
H 1.886 -0.384 1.875
H 3.354 0.351 -0.694
H 4.136 -0.152 0.810
H 3.232 1.364 0.748
H 0.773 1.347 0.507
H -0.007 0.567 -1.582
H -0.927 -1.115 0.086
C -2.166 1.022 -1.731
C -2.646 1.208 -0.512
C -3.563 0.273 0.192
H -2.408 0.143 -2.306
H -1.565 1.769 -2.226
H -2.406 2.114 0.031
H -3.705 -0.644 -0.379
H -3.178 0.032 1.179
H -4.537 0.751 0.334
*
```

Values from the calculation:
- LUMO energy (eV) = 0.94
- HOMO level (eV) = -9.5612
- SMILES = CC(C)[C@@H](O)C=O.C=CC
- Kohn-Sham gap (eV) = 10.4984

S | Below is a 2-piece molecular cluster, C8H16O2 overall, with properties calculated with ωB97M-V with the def2-TZVPD basis set.

Structure (ORCA input):
```
! wB97M-V def2-TZVPD RIJCOSX def2/J DEFGRID3
* xyz 0 1
C -1.168 2.891 0.331
C -0.229 1.721 0.272
C 1.098 2.550 0.447
O 0.769 3.392 1.502
C -0.558 3.941 1.398
H -2.200 2.588 0.593
H -1.198 3.355 -0.673
H -0.113 1.169 -0.681
H -0.394 0.977 1.074
H 1.301 3.213 -0.415
H 1.938 1.834 0.526
H -0.933 3.906 2.439
H -0.529 5.003 1.087
C -0.702 -2.750 -1.232
C 0.211 -3.895 -0.748
C 0.896 -3.201 0.426
O 0.814 -1.807 0.265
C 0.116 -1.445 -0.929
H -1.631 -2.856 -0.639
H -0.950 -2.973 -2.287
H 0.936 -4.053 -1.569
H -0.301 -4.858 -0.560
H 1.977 -3.435 0.466
H 0.449 -3.510 1.390
H -0.436 -0.505 -0.739
H 0.839 -1.252 -1.745
*
```

Values from the calculation:
- LUMO energy (eV) = 0.96
- HOMO level (eV) = -9.4176
- SMILES = C1CCOC1.C1CCOC1
- Kohn-Sham gap (eV) = 10.3811

Tell me which of them is the least stable. Sure, it is Q.